51
Properties=species:S:1:pos:R:3:forces:R:3:mulliken_charge:R:1 method="wB97M-V/def2-TZVPD" total_charge=0 homo_lumo_gap_ha=0.2662 homo_ha=-0.3234
Ir 0.83037 -0.36415 -0.31428 -0.02 0.26 -0.17 2.874
C 1.30318 -2.50473 -5.16215 0.01 0.01 -0.01 -0.342
F -2.95429 2.57623 -1.67945 0.01 0.01 -0.03 -0.307
O 2.25530 -1.07736 3.35086 -0.01 0.00 0.00 -0.688
C -4.00609 -0.11290 1.19456 0.02 -0.03 0.00 -0.194
C 0.22890 -2.62798 -2.58641 0.11 0.00 0.06 0.588
F -5.53518 2.24146 -1.06311 -0.01 0.01 -0.01 -0.283
F -4.35041 -0.98347 2.14308 -0.01 0.00 0.00 -0.294
H 1.70728 -2.49809 -6.16435 0.00 0.00 0.00 0.500
H 2.47788 2.46119 4.70164 0.01 0.00 -0.01 0.338
O -0.42810 -1.91049 -0.38588 0.21 -0.14 0.20 -0.697
F 3.53114 2.62943 -1.42341 0.00 0.01 0.00 -0.292
C 1.42618 -1.42218 -4.34661 -0.03 -0.01 -0.02 -0.759
F 2.32395 1.07722 -0.18208 0.12 -0.10 0.12 -0.694
C -4.60827 1.52851 -0.42810 0.01 -0.01 0.03 0.197
C 1.91363 1.55655 4.46664 -0.01 0.00 0.00 -1.008
O 0.97160 -4.70482 -6.72301 0.01 0.00 0.00 -0.621
C 1.71281 -0.24017 2.67115 0.13 0.10 -0.09 0.148
F -1.78117 -0.63385 1.58098 -0.04 0.07 0.04 -0.326
F 3.99708 2.30903 0.81177 0.03 0.01 -0.02 -0.307
C 2.00277 1.24394 2.98025 0.00 -0.09 0.02 0.435
H 2.31581 0.72932 5.04469 -0.01 0.00 0.01 0.436
C 0.64159 -3.66434 -4.70748 0.01 -0.02 0.01 -0.376
C -3.27155 1.68862 -0.73527 0.02 -0.07 -0.02 0.111
C -2.25904 0.96625 -0.09879 -0.05 -0.07 -0.21 0.604
H 1.34956 2.87364 1.80296 0.00 -0.04 0.00 0.398
O 0.86383 -0.47498 1.71363 -0.21 -0.15 0.09 -0.290
H -0.11367 0.83259 4.69211 0.01 0.00 -0.02 0.273
H -1.00847 2.45454 3.12301 0.00 0.02 0.01 0.297
H 0.19941 3.66216 3.58875 0.03 -0.01 0.00 0.362
C 0.11397 -3.73383 -3.45743 0.01 0.00 -0.01 -0.692
H -0.94004 -3.66904 -1.11967 -0.07 0.03 -0.04 0.390
H 0.18822 2.32063 5.59427 -0.01 -0.01 0.00 0.418
C 0.41749 1.78603 4.67482 0.01 0.02 0.00 -0.561
C 0.90163 -1.44017 -3.02394 -0.31 0.04 0.01 0.591
F 2.06502 3.36181 0.19377 0.01 -0.01 0.02 -0.480
C 0.01967 2.59847 3.44700 -0.01 0.00 0.01 -0.542
H 2.96226 1.48708 2.52908 -0.02 0.03 0.02 0.339
N 0.94149 2.11348 2.35988 -0.07 0.02 -0.06 0.509
S -0.61127 1.35424 -0.62238 -0.07 0.02 0.24 -0.438
H 0.42352 1.54235 1.67871 0.00 -0.04 -0.01 -0.628
C -2.66842 0.07043 0.88099 0.01 0.03 0.08 -0.066
C -0.39443 -2.74379 -1.32141 -0.16 0.08 -0.11 0.111
O 1.02369 -0.38281 -2.30971 0.41 -0.05 -0.02 -0.949
B 3.05421 2.44398 -0.17551 -0.06 0.05 -0.13 0.119
O -0.03799 -5.80869 -5.17277 0.00 0.00 0.00 -0.621
H -0.39460 -4.63423 -3.13948 0.00 0.00 0.00 0.507
N 0.51531 -4.81580 -5.60297 -0.01 0.01 0.01 1.021
F -6.26389 0.44658 0.84843 -0.03 0.00 0.01 -0.291
C -4.98226 0.61458 0.54204 0.03 0.01 -0.02 0.701
H 1.93040 -0.52250 -4.66945 -0.01 0.01 0.00 0.479



14
Properties=species:S:1:pos:R:3:forces:R:3:mulliken_charge:R:1 method="wB97M-V/def2-TZVPD" total_charge=0 homo_lumo_gap_ha=0.2802 homo_ha=-0.3062
H 0.64306 1.33989 -0.30784 1.60 0.89 -0.20 0.404
O -2.88276 -0.86726 0.82204 0.37 -0.27 -0.13 -0.599
H 4.72958 -1.24583 0.37189 0.28 -0.05 -0.16 0.435
C 2.49879 -0.90007 0.07663 3.17 -1.58 0.74 -0.570
C 3.69938 -1.13550 0.15752 -2.76 0.81 0.05 -0.033
S -1.65847 -1.28550 0.12134 -0.53 0.75 0.10 0.652
O 0.27982 -1.90664 0.04587 0.94 0.80 0.43 -0.575
C 1.08590 -0.87057 0.01431 -0.90 0.69 -1.59 0.437
C -1.77305 1.39283 -0.19782 -1.60 0.69 -0.19 -0.861
H -1.44921 2.08475 -1.10207 -0.35 -1.08 2.46 0.368
H -2.88169 1.14756 -0.38721 1.82 -0.02 0.10 0.279
N -0.94066 0.18903 -0.19335 0.50 -1.23 -0.67 0.090
H -1.81521 1.75166 0.89625 0.43 0.34 -1.98 0.306
C 0.46453 0.30564 -0.31756 -2.98 -0.75 1.05 -0.335



16
Properties=species:S:1:pos:R:3:forces:R:3:mulliken_charge:R:1 method="wB97M-V/def2-TZVPD" smiles=C[C@@H]1OC[C@@H]1C total_charge=0 homo_lumo_gap_ha=0.3927 homo_ha=-0.3528
H -0.33274 1.12053 2.29033 -0.13 -0.14 -1.04 0.312
H -0.94052 -1.93102 0.85804 -0.17 0.59 -1.54 0.296
C -0.64376 1.40482 1.24352 -0.52 -0.86 1.59 -1.323
C 0.99453 -0.06683 -1.52131 -0.02 0.92 1.10 -0.409
H 1.17757 -1.20991 0.60617 0.38 0.49 -0.94 0.352
C 0.52201 -0.65853 -0.10081 -0.71 0.17 -0.74 0.285
H -1.67101 -0.99223 -0.60819 1.56 -0.97 0.64 0.277
H -1.61975 0.96233 1.08157 -0.30 -0.06 -0.05 0.293
C 0.34677 0.88856 0.25661 1.53 -0.81 -0.44 0.242
C -0.74130 -1.56338 -0.21526 -1.33 0.88 1.47 -1.303
H -0.78553 2.46878 1.36488 0.28 0.48 -0.74 0.382
H -0.62092 -2.49522 -0.79605 0.31 0.65 -0.01 0.364
H 1.39042 1.23870 0.62755 -1.28 -0.34 -0.97 0.192
O 0.11606 1.19869 -1.15412 2.32 -1.78 0.15 -0.465
H 0.60218 -0.51887 -2.56969 1.27 1.01 2.69 0.285
H 2.20599 0.15357 -1.36325 -3.20 -0.23 -1.18 0.220



17
Properties=species:S:1:pos:R:3:forces:R:3:mulliken_charge:R:1 method="wB97M-V/def2-TZVPD" smiles="CCN(O)C(N)=[NH2+]" total_charge=+1 homo_lumo_gap_ha=0.4057 homo_ha=-0.5197
H -1.43864 0.37961 1.37752 0.24 -0.26 -0.97 0.333
N 1.33787 1.18041 -1.48686 1.48 0.81 0.01 -0.313
H 1.03732 0.54511 -2.16662 -0.24 -0.74 -1.52 0.200
H 0.16889 -1.91466 0.30567 -1.82 -0.36 1.71 0.153
N 0.85287 1.58975 0.74248 2.59 4.28 3.87 -0.349
H -2.27334 -0.52406 -0.04159 2.29 0.58 1.48 0.311
H 0.17612 1.73879 1.51411 0.63 -0.63 -1.16 0.233
H -0.05163 -1.58622 2.01667 -0.61 0.32 -0.15 0.295
H -1.31827 -2.59969 1.24702 0.30 1.27 -0.34 0.292
O -0.57109 -0.51826 -1.61077 -0.07 -0.70 -3.47 -0.517
H 2.13595 1.75888 -1.71734 -0.27 0.01 0.63 0.203
C 0.69293 0.98993 -0.35993 -2.97 -2.70 -3.00 0.702
N -0.31400 0.08598 -0.47244 0.19 1.28 2.62 0.108
C -1.24612 -0.33853 0.54452 -2.36 -1.53 0.65 -0.534
H 1.64147 2.29817 0.72282 -1.50 -1.18 0.41 0.266
C -0.67876 -1.68542 1.11348 2.13 -0.86 -1.57 -0.758
H -0.15158 -1.39980 -1.72873 0.00 0.41 0.78 0.374



18
Properties=species:S:1:pos:R:3:forces:R:3:mulliken_charge:R:1 method="wB97M-V/def2-TZVPD" smiles=C[C@@H](N)CSS.O total_charge=0 homo_lumo_gap_ha=0.3261 homo_ha=-0.3145
H -1.61934 1.17289 1.65626 0.37 0.36 -0.56 0.324
H 1.04790 -0.35021 0.64966 -1.79 1.15 0.53 0.256
H -0.69227 -2.05334 -2.28890 0.03 0.45 -1.03 0.347
S 3.06198 2.03835 -0.65796 -0.46 0.61 -1.28 -0.199
H 3.39551 1.04769 0.15301 -0.60 -0.36 0.84 0.122
H -1.86140 -0.88465 0.19631 0.35 -0.11 0.25 0.160
H -0.81879 0.18076 2.67689 0.32 -1.08 -0.07 0.391
C -0.58889 0.83008 1.84003 -1.63 -1.70 0.05 -1.488
H -1.05160 1.45864 -0.70431 -0.32 -0.15 -0.37 0.370
C -0.08423 0.96814 -0.65665 1.71 1.65 0.69 -0.857
H -0.07981 1.56411 2.36309 1.51 1.92 0.04 0.420
H -0.53909 -1.93525 0.32277 0.34 -1.05 0.54 0.194
H 0.17833 0.38908 -1.52718 -0.14 -0.07 -0.27 0.280
O -0.23221 -2.85743 -2.58417 -0.60 0.82 0.79 -0.644
N -0.85807 -1.01484 0.23769 -1.08 0.49 -0.47 -0.423
C -0.02926 0.10667 0.60662 1.23 -0.68 -0.57 0.491
H -0.22196 -3.18532 -1.68579 0.59 -1.23 0.26 0.297
S 0.99320 2.52462 -0.59739 0.16 -1.02 0.66 -0.041



8
Properties=species:S:1:pos:R:3:forces:R:3:mulliken_charge:R:1 method="wB97M-V/def2-TZVPD" total_charge=+1 homo_lumo_gap_ha="0.2052 / 0.1314" homo_ha="-0.5657 / -0.5452"
C 0.68777 0.11407 -0.20911 -0.99 0.36 -0.35 0.271
H -2.77536 -1.13462 0.70037 -0.82 0.29 -0.21 0.365
H 3.75421 0.63282 0.50838 0.15 -2.60 -2.11 0.308
N -0.44137 0.40385 -0.07177 1.46 -0.68 0.02 -0.234
C -3.25459 -0.33175 0.13240 2.00 -5.66 3.95 0.003
C -3.34596 0.63074 -0.53942 -0.62 5.38 -3.77 0.397
C 2.06406 -0.06649 -0.28135 1.15 -0.76 -0.15 0.215
C 3.31124 -0.24861 -0.23949 -2.33 3.66 2.60 -0.325



How do the records compare in ΔE to the lowest compared entry with this formula, charge and spin? In the order shown, they have 56.34; 455.27; 258.72; 361.73; 118.91; 642.56 kJ/mol.